7
Properties=species:S:1:pos:R:3:forces:R:3 method="wB97M-V/def2-TZVPD" spin_multiplicity=1 total_energy_ev=-26831.5778 smiles="OOC(=S)S" orbital_gap_ha=0.3472 molar_mass_g_mol=110.16
O 1.93466 0.75915 0.09598 -0.02 0.80 -0.14
O 0.55824 1.08767 0.07284 -0.92 -1.59 -0.08
C -0.27780 0.00465 -0.08119 1.19 -0.22 -0.31
S 0.09921 -1.61036 -0.32093 0.38 1.80 0.48
S -1.89588 0.59853 -0.05070 -0.26 0.53 0.15
H 1.91431 -0.19966 0.16464 0.05 -1.05 -0.02
H -2.33276 -0.63999 0.11935 -0.42 -0.26 -0.08

13
Properties=species:S:1:pos:R:3:forces:R:3 method="wB97M-V/def2-TZVPD" spin_multiplicity=1 total_energy_ev=-17029.2704 total_charge=+1 orbital_gap_ha="0.2892 / 0.2891" molar_mass_g_mol=103.17
C 0.30803 -1.73271 -0.23732 3.59 0.59 -1.83
C 1.46862 0.22613 -0.16060 -0.72 -3.28 0.80
C 0.36385 1.11691 -0.40609 -2.72 2.90 -2.82
N -0.85836 -1.53991 0.11956 -3.09 0.06 1.20
N -0.76827 1.16311 0.54150 0.79 0.08 2.79
S 2.90314 -0.06130 0.30497 0.02 0.75 -0.32
H 0.61706 -2.75566 -0.61195 -0.08 1.02 0.74
H -0.26817 0.84954 -1.35061 1.99 0.06 0.98
H 0.64819 2.19602 -0.59198 0.68 -1.25 0.08
H -1.53268 -2.34008 0.22799 0.44 1.22 -0.19
H -1.08036 -0.49960 0.34968 -0.61 -1.16 0.21
H -1.35939 1.96083 0.29588 0.07 -0.46 -0.23
H -0.44166 1.41673 1.51897 -0.37 -0.53 -1.42

19
Properties=species:S:1:pos:R:3:forces:R:3 method="wB97M-V/def2-TZVPD" spin_multiplicity=1 total_energy_ev=-8920.9219 smiles=C1[C@@H]2C[C@@H](N2)[C@@H]2C[C@H]12 orbital_gap_ha=0.3347 molar_mass_g_mol=109.17
C -0.66244 -1.30289 -0.60771 -1.96 -0.15 3.97
C 0.45691 -0.64212 -1.38648 3.05 -4.82 1.40
C 1.52624 -0.07892 -0.17153 -0.10 1.17 -4.85
C 0.43667 1.17329 -0.29716 1.26 -2.47 2.17
N 0.19814 0.62939 -1.66862 -5.69 5.16 1.76
C -0.75197 1.10948 0.77739 3.76 -1.05 -4.09
C -0.44402 0.02927 1.73547 0.40 3.48 7.89
C -1.22644 -0.33171 0.62709 -2.81 -2.24 -3.15
H -1.52097 -1.47466 -1.30090 0.56 -0.10 0.68
H -0.47018 -2.28294 0.13255 0.06 2.17 -2.77
H 0.51367 -1.29226 -2.34517 1.12 0.88 1.49
H 1.66411 -0.80185 0.52626 0.37 -1.52 2.83
H 2.57761 0.33584 -0.55089 -2.32 -1.05 0.56
H 1.12795 1.96263 -0.04549 -0.51 1.26 -1.07
H 0.74032 1.09640 -2.26634 2.60 1.61 -3.10
H -1.18229 2.06280 1.02081 -0.70 -0.17 0.03
H 0.53389 -0.12520 2.41899 -2.01 -0.25 -2.56
H -1.21208 0.52106 2.52441 1.48 -2.19 -0.67
H -2.30512 -0.58761 0.87730 1.44 0.26 -0.53

Across the entries above, ΔE to the lowest compared entry with this formula, charge and spin takes the values 57.1 99.2 157.0 kcal/mol, respectively.